# 1
Here is C44H58ClIN4O4Re as an isolated structure from OMol25. Energies are from ωB97M-V/def2-TZVPD.

XYZ file:
```
113
C44H58ClIN4O4Re | OMol25 | ωB97M-V/def2-TZVPD
Re -0.79116 0.37877 -0.77336
C -1.64474 0.45160 -3.92471
N -0.51149 0.84216 -3.06300
C -0.27328 2.28271 -3.28459
C 0.67061 0.06437 -3.49431
C 1.73131 0.03276 -2.42089
N 1.18162 -0.56838 -1.18357
C 1.10897 -2.04744 -1.36504
C 0.36704 -2.76277 -0.28329
C 0.98640 -3.71762 0.50190
C 0.25840 -4.45947 1.42254
C -1.10746 -4.20659 1.49478
C -1.77311 -3.25055 0.72676
C -1.00219 -2.49683 -0.17411
O -1.51672 -1.52732 -0.95947
C -3.29374 -3.09025 0.81794
C -3.92251 -3.97758 1.89588
C -3.88144 -3.50385 -0.53939
C -3.68163 -1.64324 1.14929
C 0.95652 -5.51121 2.28069
C 1.61941 -6.55605 1.37074
C -0.01483 -6.23798 3.21164
C 2.03165 -4.83269 3.14128
C 2.06745 -0.27899 -0.01680
C 2.45665 1.16751 0.15462
C 3.76530 1.41198 0.53170
C 4.24284 2.69761 0.74746
C 3.33315 3.72629 0.56911
C 1.99876 3.54897 0.19515
C 1.55173 2.23375 -0.04132
O 0.31601 2.00858 -0.50465
C 1.16004 4.84081 0.09656
C 1.71027 5.70719 -1.04690
C -0.33994 4.64482 -0.13701
C 1.29248 5.61130 1.42387
C 5.69942 2.92111 1.14538
C 6.01530 4.40007 1.37065
C 6.61573 2.39637 0.03078
C 5.99616 2.16184 2.44629
H -1.38742 0.63090 -4.97466
H -2.52219 1.03174 -3.66021
H -1.86389 -0.60313 -3.77535
H -0.11810 2.46274 -4.35390
H 0.58929 2.62363 -2.72450
H -1.14367 2.83960 -2.94513
H 1.08446 0.49250 -4.41382
H 0.33069 -0.94355 -3.72852
H 2.08018 1.03796 -2.19635
H 2.59637 -0.54532 -2.76259
H 2.13245 -2.42766 -1.44729
H 0.59768 -2.23502 -2.30916
H 2.05406 -3.87693 0.38639
H -1.68908 -4.76889 2.20621
H -3.77452 -5.04083 1.69718
H -4.99833 -3.79280 1.91376
H -3.52801 -3.74332 2.88654
H -3.64225 -4.54868 -0.75074
H -3.47013 -2.88674 -1.33696
H -4.96911 -3.39095 -0.53536
H -3.36516 -1.38955 2.16335
H -4.76787 -1.52852 1.09306
H -3.22547 -0.94006 0.46058
H 0.87842 -7.02545 0.72086
H 2.09128 -7.33510 1.97393
H 2.38828 -6.10926 0.73874
H -0.80199 -6.74812 2.65320
H -0.48051 -5.55182 3.92139
H 0.52942 -6.99185 3.78329
H 2.79175 -4.35117 2.52371
H 2.53041 -5.56924 3.77565
H 1.58514 -4.06996 3.78165
H 2.98155 -0.87006 -0.13644
H 1.54904 -0.65428 0.86211
H 4.42671 0.56114 0.65934
H 3.66840 4.73982 0.73183
H 1.60296 5.19313 -2.00544
H 2.76560 5.94695 -0.91076
H 1.15349 6.64580 -1.10163
H -0.55636 4.25895 -1.12752
H -0.83803 5.61239 -0.03697
H -0.77702 3.95804 0.58473
H 2.30908 5.95867 1.60838
H 0.99185 4.97904 2.26113
H 0.64079 6.48700 1.40663
H 5.85980 4.98852 0.46422
H 7.06219 4.50677 1.65980
H 5.40308 4.82329 2.16930
H 6.41156 2.91263 -0.90936
H 6.47291 1.32700 -0.13196
H 7.66380 2.56005 0.29197
H 5.32215 2.48493 3.24144
H 7.02346 2.34737 2.76761
H 5.87404 1.08535 2.31912
Cl -8.23760 1.52311 -0.24836
C -6.49986 1.53459 -0.32051
C -5.79814 2.32917 0.53370
C -4.39163 2.34057 0.50359
I -3.41614 3.46460 1.95930
C -3.65781 1.59134 -0.39404
O -2.34706 1.63095 -0.38026
C -4.40724 0.77862 -1.31120
N -3.69613 0.08035 -2.22399
C -4.33102 -0.71720 -3.04027
C -5.72605 -0.89671 -3.02758
C -6.46830 -0.16770 -2.14435
C -5.82067 0.71795 -1.25674
H -6.32184 2.94452 1.25133
H -3.72632 -1.26390 -3.75924
H -6.18997 -1.59710 -3.70839
H -7.54464 -0.26113 -2.10640
O -0.80707 -0.95565 3.32560
C -0.78329 -0.49301 2.24275
N -0.73147 -0.00277 1.15995
```

Summary:
Expectation value of S² ... 3.7664
E ... -3067.70732 Eh
Spin multiplicity ... 4

---

# 2
Here is C44H58F12N5OSSbSi3Y as an isolated structure in a non-equilibrium geometry from OMol25. Energies are from ωB97M-V/def2-TZVPD.

XYZ file:
```
126
C44H58F12N5OSSbSi3Y | OMol25 | ωB97M-V/def2-TZVPD
Y -0.10516 -0.42084 -0.01166
C -2.06187 -0.09113 3.46389
N -2.14456 0.18791 2.02353
C -2.19404 1.64781 1.87614
C -2.59624 2.12312 0.50218
N -1.89032 1.41466 -0.54947
C -2.22143 1.79958 -1.79286
C -3.14083 2.77483 -2.26326
F -3.91913 3.49878 -1.42375
C -3.30786 3.06827 -3.60733
F -4.19205 4.01079 -3.95592
C -2.58523 2.43627 -4.59835
F -2.75448 2.74459 -5.89422
C -1.67587 1.47250 -4.20071
F -0.92424 0.83134 -5.10368
C -1.53614 1.19398 -2.86727
F -0.62002 0.26165 -2.51582
C -3.34336 -0.50332 1.50752
C -2.91808 -1.86825 0.99087
N -2.14913 -1.73116 -0.23887
C -2.90127 -1.77390 -1.37471
C -4.30303 -1.61599 -1.53274
F -5.13377 -1.34990 -0.49114
C -4.95492 -1.66969 -2.75535
F -6.28233 -1.49778 -2.79025
C -4.27188 -1.87579 -3.92991
F -4.90528 -1.92914 -5.11159
C -2.90319 -2.04449 -3.84081
F -2.19506 -2.26874 -4.95399
C -2.26852 -2.00768 -2.62214
F -0.95120 -2.20627 -2.63584
H -2.89677 0.39990 3.98538
H -2.14939 -1.16064 3.64392
H -1.12374 0.27266 3.88005
H -2.89224 2.08403 2.60751
H -1.20264 2.02579 2.14075
H -3.68256 2.02062 0.40203
H -2.40883 3.20434 0.48457
H -4.11418 -0.55633 2.28850
H -3.75460 0.05700 0.67632
H -2.29694 -2.34243 1.75530
H -3.77470 -2.53349 0.87387
C 3.40688 1.31886 4.30876
Sb 1.53495 1.19023 3.24405
C 1.95939 -0.31741 1.73181
C 3.40226 -0.38389 1.28038
C 3.80296 -0.68108 -0.03471
C 5.13660 -0.86580 -0.34615
C 6.10044 -0.74748 0.64690
C 5.64109 -0.48063 1.92219
N 4.35760 -0.32044 2.23256
Si 1.87386 -1.94834 2.72901
C 2.86812 -3.34880 1.92799
C 0.14316 -2.63485 2.88352
C 2.56218 -1.91208 4.49224
C 1.50326 3.42711 2.82902
C 0.68327 3.86654 1.64509
C -0.02639 5.08244 1.67073
C -0.64560 5.55611 0.53340
C -0.56308 4.80882 -0.63254
C 0.09846 3.59859 -0.56017
N 0.69628 3.11841 0.53636
Si 3.21845 4.15101 2.43613
C 4.15457 3.03473 1.26162
C 4.25827 4.54187 3.95860
C 3.06735 5.78416 1.50246
Si 0.67662 4.15538 4.40375
C 1.30403 3.55078 6.07037
C 0.83618 6.04653 4.55426
C -1.15746 3.76086 4.41194
H 3.66340 0.32458 4.66235
H 3.31625 1.99766 5.14653
H 4.20830 1.64242 3.64799
H 3.06223 -0.80718 -0.79945
H 5.41856 -1.12035 -1.36348
H 7.15594 -0.88319 0.45094
H 6.34230 -0.40367 2.75146
H 2.24228 -3.97578 1.28888
H 3.23686 -3.97482 2.74890
H 3.73636 -3.02869 1.34814
H -0.37183 -2.73111 1.92124
H -0.46339 -2.04698 3.56937
H 0.20863 -3.65274 3.28428
H 3.61815 -1.64075 4.49379
H 2.47493 -2.93829 4.87151
H 2.02340 -1.26039 5.18777
H -0.06408 5.67834 2.57264
H -1.18123 6.49794 0.55691
H -1.02392 5.12124 -1.56044
H 0.12843 2.96834 -1.43489
H 4.43709 2.07318 1.69441
H 5.06478 3.53800 0.91657
H 3.51666 2.82575 0.39878
H 4.57869 3.66263 4.51826
H 3.72691 5.20761 4.64531
H 5.15476 5.07645 3.62517
H 2.60146 5.64787 0.52179
H 4.09002 6.14521 1.33875
H 2.51540 6.57012 2.02376
H 2.32758 3.86364 6.28488
H 1.21830 2.47579 6.22641
H 0.65242 4.04158 6.80458
H 1.66294 6.47784 3.98500
H 0.99891 6.29703 5.60763
H -0.08083 6.55667 4.24373
H -1.32450 2.69494 4.59531
H -1.67444 4.02798 3.48761
H -1.61866 4.32021 5.23359
F 1.52359 -2.14823 -2.14887
C 1.13793 -2.37540 -0.77540
F 0.50655 -3.62463 -0.80422
H 2.10602 -2.59909 -0.31882
O 1.52933 0.76244 -1.25039
S 1.87050 1.32291 -2.61030
C 3.52401 2.03834 -2.45327
C 4.24709 1.80604 -3.78889
C 3.39519 0.84850 -4.65082
C 2.51365 0.04557 -3.70710
H 3.97351 1.49549 -1.62079
H 3.43111 3.08421 -2.16695
H 5.22517 1.36818 -3.58822
H 4.42142 2.74533 -4.31107
H 4.01523 0.18269 -5.25051
H 2.77479 1.41440 -5.34950
H 3.07108 -0.66273 -3.09374
H 1.68151 -0.47579 -4.17648
```

Summary:
E ... -4804.17859 Eh
Total charge ... -1